Formula: C2H6ClNO3P
Source: OMol25
Level of theory: ωB97M-V with the def2-TZVPD basis set

Values from the calculation:
**Gap between HOMO and LUMO (spin up / spin down)**: 6.55 / 6.55 eV
**Energy relative to the best compared isomer or geometry (same formula, charge and spin)**: 3.0548 eV
**DFT total energy**: -1161.85096 Eh
**HOMO energy (spin up / spin down)**: -3.402 / -3.401 eV
**Charge**: -1

Each line ends with the Löwdin charge.
Positions of all 14 atoms, in Å:
C (-1.04, -0.65, 1.10)  -0.090
C (-0.79, 0.80, 0.75)  -0.292
N (1.67, -1.52, -0.42)  -0.663
O (-0.32, 0.56, -3.06)  -0.340
O (1.05, 2.11, -1.51)  -0.322
O (-1.05, 0.89, -0.66)  -0.267
P (0.20, 0.93, -1.71)  0.497
Cl (2.59, -1.01, 0.90)  0.241
H (-1.39, -0.72, 2.10)  0.062
H (-1.77, -0.95, 0.48)  0.034
H (-0.17, -1.25, 0.97)  0.006
H (0.20, 1.11, 1.10)  0.094
H (-1.54, 1.59, 1.09)  0.130
H (2.36, -1.88, -1.13)  -0.090